Below is C18H15BF13N2OsS as an isolated structure, with properties calculated with the ωB97M-V functional and the def2-TZVPD basis.

Computed properties:
Frontier orbital gap (spin up / spin down) (eV): 8.549 / 5.854
Lowest unoccupied orbital energy (spin up / spin down) (Eh): -0.1289 / -0.2309
Energy (a.u.): -2616.245909
Net charge: +1
HOMO level (spin up / spin down) (Eh): -0.443 / -0.446
2S+1: 5

Structure (XYZ):
```
51
C18H15BF13N2OsS | the Open Molecules 2025 dataset | the ωB97M-V functional and the def2-TZVPD basis
Os 0.13 0.13 0.10
C -1.69 -1.13 3.01
C -1.52 -1.97 1.76
N -0.22 -1.75 1.03
C -0.09 -2.79 -0.07
C -1.18 -2.74 -1.12
C 0.93 -1.97 1.98
C 2.21 -1.40 1.41
N 1.87 -0.06 0.96
C 2.81 0.97 1.01
C 2.36 2.27 1.24
F 1.04 2.46 1.41
C 3.23 3.34 1.30
F 2.75 4.56 1.54
C 4.59 3.15 1.13
C 5.04 1.86 0.89
F 6.34 1.64 0.69
C 4.17 0.79 0.83
F 4.64 -0.43 0.54
H -2.76 -1.06 3.24
H -1.32 -0.12 2.88
H -1.20 -1.57 3.88
H -2.31 -1.75 1.05
H -1.57 -3.04 2.00
H -0.09 -3.77 0.43
H 0.88 -2.65 -0.53
H -2.16 -3.03 -0.73
H -0.92 -3.45 -1.91
H -1.25 -1.76 -1.59
H 1.01 -3.04 2.21
H 0.70 -1.44 2.90
H 2.61 -2.00 0.58
H 2.98 -1.37 2.19
H 5.28 3.98 1.16
F -5.40 1.60 -4.41
C -4.62 1.44 -3.36
C -3.34 0.92 -3.52
F -2.91 0.59 -4.73
C -2.54 0.75 -2.42
F -1.31 0.26 -2.58
C -2.97 1.09 -1.14
S -2.01 0.96 0.31
C -4.27 1.61 -1.00
F -4.71 1.95 0.20
C -5.09 1.79 -2.09
F -6.31 2.28 -1.95
F 1.41 -0.56 -1.81
B 1.75 0.77 -2.28
F 0.82 1.57 -1.19
F 3.01 1.10 -1.98
F 1.24 1.05 -3.47
```